[1]
Here is C45H54N5Sb2Y as an isolated structure from the OMol25 dataset. Energies are from ωB97M-V with the def2-TZVPD basis set.

Last column: Löwdin charge in e.
Element x y z (Å)
1 Y 0.37 0.94 1.13  1.5577
2 C 1.17 -2.24 2.04  -0.0768
3 N 1.81 -0.90 2.02  -0.2777
4 C 2.95 -0.89 1.06  -0.0736
5 C 2.34 -0.55 3.34  -0.2251
6 C 3.06 -1.46 4.10  -0.0196
7 C 3.56 -1.08 5.34  -0.0633
8 C 3.34 0.22 5.79  -0.0569
9 C 2.63 1.12 5.02  -0.0156
10 C 2.12 0.76 3.77  -0.2503
11 N 1.37 1.59 2.93  -0.1191
12 C 1.14 2.93 3.32  -0.2865
13 C 2.17 3.86 3.44  -0.0452
14 C 1.90 5.20 3.69  -0.0571
15 C 0.58 5.62 3.81  -0.0531
16 C -0.46 4.70 3.71  -0.0175
17 C -0.19 3.36 3.49  -0.2499
18 N -1.22 2.35 3.39  -0.2164
19 C -2.57 2.90 3.19  -0.0896
20 C -1.23 1.56 4.64  -0.0411
21 H 0.65 -2.41 1.10  0.0197
22 H 1.91 -3.03 2.17  0.0919
23 H 0.45 -2.28 2.86  0.0993
24 H 3.57 -1.78 1.17  0.1108
25 H 2.60 -0.87 0.03  0.0230
26 H 3.57 -0.02 1.27  0.0971
27 H 3.23 -2.46 3.75  0.1163
28 H 4.12 -1.78 5.93  0.1127
29 H 3.72 0.52 6.75  0.1161
30 H 2.46 2.12 5.40  0.1138
31 H 3.19 3.52 3.32  0.1288
32 H 2.71 5.91 3.78  0.1169
33 H 0.36 6.66 3.99  0.1162
34 H -1.47 5.05 3.84  0.1114
35 H -2.91 3.48 4.05  0.1018
36 H -2.59 3.55 2.31  0.0900
37 H -3.26 2.08 3.04  0.0894
38 H -1.36 2.21 5.51  0.1124
39 H -2.06 0.86 4.63  0.0845
40 H -0.29 1.01 4.76  0.0820
41 N 2.11 2.14 -0.15  -0.0385
42 C 1.93 3.62 -0.14  -0.1978
43 C 0.51 3.97 -0.50  -0.2053
44 N -0.43 3.26 0.40  -0.0206
45 H 2.99 1.93 0.31  0.0880
46 H 2.25 1.84 -1.12  0.0897
47 H 2.62 4.10 -0.83  0.1332
48 H 2.16 3.97 0.87  0.1015
49 H 0.30 3.67 -1.53  0.0952
50 H 0.37 5.05 -0.44  0.1347
51 H -1.37 3.33 0.00  0.0479
52 H -0.48 3.77 1.28  0.0643
53 C -0.93 1.40 -2.56  -0.4151
54 C -0.53 0.37 -3.61  -0.3706
55 C 0.83 -0.26 -3.31  -0.3741
56 Sb 0.53 -1.77 -1.81  1.5031
57 C -0.52 -3.06 -3.14  -0.3786
58 C -0.06 -3.23 -4.44  -0.1174
59 C -0.76 -4.02 -5.34  -0.0610
60 C -1.93 -4.66 -4.94  -0.0623
61 C -2.38 -4.52 -3.63  -0.0666
62 C -1.68 -3.72 -2.74  -0.1406
63 C 2.45 -2.68 -1.82  -0.4264
64 C 3.56 -2.07 -2.40  -0.1363
65 C 4.81 -2.65 -2.30  -0.0699
66 C 4.97 -3.85 -1.60  -0.0661
67 C 3.87 -4.46 -1.02  -0.0713
68 C 2.61 -3.87 -1.12  -0.1463
69 Sb -3.00 1.58 -1.89  1.4898
70 C -2.75 0.03 -0.38  -0.3855
71 C -2.97 -1.32 -0.61  -0.1292
72 C -2.81 -2.25 0.42  -0.0602
73 C -2.38 -1.86 1.67  -0.0597
74 C -2.16 -0.51 1.93  -0.1258
75 C -2.36 0.42 0.91  -0.2635
76 C -4.02 0.39 -3.32  -0.4273
77 C -5.13 -0.34 -2.91  -0.1541
78 C -5.85 -1.10 -3.82  -0.0676
79 C -5.46 -1.13 -5.16  -0.0638
80 C -4.37 -0.38 -5.58  -0.0635
81 C -3.65 0.38 -4.66  -0.1351
82 H -0.63 2.40 -2.87  0.0364
83 H -0.38 1.19 -1.62  -0.0275
84 H -0.50 0.86 -4.59  0.1130
85 H -1.28 -0.42 -3.71  0.0706
86 H 1.55 0.50 -2.97  0.0433
87 H 1.26 -0.74 -4.18  0.0537
88 H 0.86 -2.76 -4.77  0.0967
89 H -0.39 -4.15 -6.34  0.1138
90 H -2.47 -5.28 -5.64  0.1138
91 H -3.28 -5.03 -3.31  0.1116
92 H -2.03 -3.64 -1.72  0.0605
93 H 3.45 -1.15 -2.96  0.0888
94 H 5.67 -2.18 -2.77  0.1113
95 H 5.95 -4.30 -1.53  0.1133
96 H 3.98 -5.40 -0.50  0.1123
97 H 1.76 -4.37 -0.68  0.0992
98 H -3.29 -1.66 -1.59  0.0918
99 H -3.02 -3.30 0.23  0.1171
100 H -2.27 -2.59 2.47  0.1219
101 H -1.90 -0.18 2.92  0.0814
102 H -2.31 1.48 1.16  0.0403
103 H -5.46 -0.32 -1.87  0.0999
104 H -6.71 -1.67 -3.50  0.1126
105 H -6.01 -1.72 -5.87  0.1133
106 H -4.08 -0.38 -6.62  0.1130
107 H -2.81 0.97 -5.01  0.0930

LUMO energy = -5.01 eV
net charge = +2
energy above the lowest of the compared OMol25 structures with the same formula, charge and spin = 131.5 kJ/mol
E = -69098.6399 eV

=====

[2]
Here is C45H55AsF3NP2Sn as an isolated structure in a non-equilibrium geometry from the OMol25 dataset. Energies are from ωB97M-V with the def2-TZVPD basis set.

Last column: Löwdin charge in e.
Element x y z (Å)
1 Sn -0.05 0.49 0.21  1.0749
2 C 4.40 2.55 1.89  -0.0886
3 C 3.30 2.50 0.84  -0.4994
4 C 2.29 3.62 1.04  -0.1035
5 P 2.50 0.81 0.87  1.0800
6 C 3.47 -0.29 -0.30  -0.5209
7 C 4.98 -0.09 -0.35  -0.0847
8 C 3.10 -1.73 0.02  -0.1067
9 C 2.36 0.07 2.50  -0.3031
10 C 3.50 -0.40 3.13  -0.0644
11 C 3.45 -1.05 4.35  -0.2624
12 C 4.70 -1.49 5.05  -0.0374
13 C 2.19 -1.26 4.92  0.0001
14 C 1.04 -0.86 4.29  -0.0121
15 C 1.07 -0.17 3.06  -0.3113
16 N -0.05 0.17 2.37  -0.1442
17 C -1.32 0.03 2.92  -0.3364
18 C -1.63 0.60 4.16  -0.0077
19 C -2.90 0.51 4.69  0.0090
20 C -3.93 -0.15 4.01  -0.2511
21 C -5.31 -0.24 4.57  -0.0308
22 C -3.64 -0.68 2.76  -0.0520
23 C -2.37 -0.60 2.21  -0.3214
24 P -2.02 -1.30 0.59  1.0739
25 C -1.71 -3.12 0.90  -0.4967
26 C -0.35 -3.26 1.57  -0.0960
27 C -2.79 -3.74 1.78  -0.0839
28 C -3.35 -1.05 -0.70  -0.5052
29 C -3.94 0.35 -0.60  -0.0938
30 C -4.43 -2.13 -0.76  -0.0875
31 H 4.88 3.53 1.84  0.0999
32 H 3.99 2.43 2.89  0.0897
33 H 5.16 1.80 1.72  0.0660
34 H 3.72 2.57 -0.17  0.1132
35 H 1.84 3.58 2.03  0.0867
36 H 2.79 4.58 0.94  0.0972
37 H 1.50 3.58 0.28  0.0528
38 H 3.05 -0.02 -1.28  0.0980
39 H 5.45 -0.32 0.59  0.0760
40 H 5.38 -0.78 -1.10  0.0950
41 H 5.25 0.92 -0.65  0.0763
42 H 3.52 -2.05 0.97  0.0873
43 H 2.02 -1.84 0.07  0.0224
44 H 3.47 -2.40 -0.76  0.0964
45 H 4.47 -0.23 2.67  0.1025
46 H 5.49 -1.71 4.34  0.0821
47 H 5.06 -0.70 5.71  0.0940
48 H 4.50 -2.36 5.66  0.0853
49 H 2.12 -1.77 5.87  0.1278
50 H 0.09 -1.07 4.74  0.1116
51 H -0.86 1.14 4.69  0.1319
52 H -3.10 0.96 5.65  0.1266
53 H -5.33 0.08 5.61  0.0847
54 H -5.99 0.39 4.00  0.0932
55 H -5.68 -1.26 4.52  0.0881
56 H -4.43 -1.17 2.21  0.1151
57 H -1.69 -3.60 -0.09  0.1135
58 H -0.33 -2.72 2.52  0.0762
59 H -0.14 -4.31 1.77  0.0982
60 H 0.45 -2.87 0.94  0.0440
61 H -2.81 -3.26 2.76  0.0837
62 H -3.77 -3.68 1.34  0.0647
63 H -2.55 -4.80 1.92  0.0989
64 H -2.78 -1.11 -1.64  0.0840
65 H -4.33 0.55 0.39  0.0777
66 H -3.18 1.10 -0.83  0.0493
67 H -4.74 0.46 -1.32  0.0950
68 H -5.04 -2.16 0.14  0.0778
69 H -5.09 -1.91 -1.60  0.0927
70 H -4.01 -3.12 -0.94  0.0773
71 F -1.26 3.24 -0.35  0.0325
72 C -1.18 2.45 0.75  -0.6727
73 F -0.57 3.17 1.69  0.0923
74 F -2.43 2.26 1.17  0.0897
75 C -4.40 1.66 -4.69  -0.0492
76 C -3.85 0.39 -4.75  -0.0578
77 C -2.62 0.14 -4.18  -0.1148
78 C -1.92 1.17 -3.55  -0.3675
79 C -2.48 2.44 -3.46  -0.1007
80 C -3.71 2.68 -4.05  -0.0497
81 As -0.23 0.77 -2.71  1.3227
82 C 0.25 -0.98 -3.41  -0.3988
83 C 0.51 -1.18 -4.76  -0.1082
84 C 0.90 -2.43 -5.21  -0.0445
85 C 1.00 -3.49 -4.32  -0.0455
86 C 0.70 -3.31 -2.98  -0.0616
87 C 0.34 -2.05 -2.53  -0.1450
88 C 1.10 2.06 -3.32  -0.3667
89 C 2.23 1.64 -4.01  -0.1062
90 C 3.17 2.58 -4.41  -0.0581
91 C 3.01 3.92 -4.09  -0.0529
92 C 1.89 4.33 -3.37  -0.0571
93 C 0.94 3.40 -2.98  -0.1147
94 H -5.35 1.86 -5.16  0.1171
95 H -4.39 -0.41 -5.23  0.1164
96 H -2.19 -0.86 -4.24  0.0990
97 H -1.96 3.23 -2.95  0.0883
98 H -4.14 3.67 -4.00  0.1172
99 H 0.40 -0.35 -5.46  0.1221
100 H 1.14 -2.58 -6.25  0.1203
101 H 1.31 -4.46 -4.67  0.1187
102 H 0.76 -4.14 -2.30  0.1131
103 H 0.10 -1.89 -1.48  0.0272
104 H 2.36 0.60 -4.27  0.0940
105 H 4.04 2.26 -4.96  0.1155
106 H 3.75 4.64 -4.39  0.1170
107 H 1.76 5.37 -3.12  0.1177
108 H 0.08 3.73 -2.41  0.0815

LUMO energy = -6.80 eV
net charge = +2
energy above the lowest of the compared OMol25 structures with the same formula, charge and spin = 0.0 kJ/mol
E = -142435.3419 eV

=====

[3]
Here is C45H55FInN9O3SSb as an isolated structure from the OMol25 dataset. Energies are from ωB97M-V with the def2-TZVPD basis set.

Last column: Löwdin charge in e.
Element x y z (Å)
1 In -0.15 -0.95 2.56  0.9846
2 S -3.09 -7.84 -0.68  1.0161
3 N -3.74 -6.37 -0.67  -0.2147
4 C -2.84 -5.58 -0.12  -0.3032
5 C -3.01 -4.15 0.13  -0.0836
6 C -4.18 -3.45 -0.17  0.0088
7 C -4.25 -2.11 0.15  -0.0266
8 C -3.16 -1.50 0.76  -0.0931
9 N -2.03 -2.15 1.02  0.1036
10 C -1.95 -3.46 0.72  -0.1306
11 C -0.70 -4.15 1.08  -0.1391
12 N 0.26 -3.40 1.63  0.0631
13 C 1.36 -3.99 2.07  -0.1539
14 C 1.60 -5.36 1.92  -0.0234
15 C 0.63 -6.13 1.31  0.0196
16 C -0.55 -5.52 0.89  -0.0809
17 C -1.65 -6.25 0.26  -0.3021
18 N -1.66 -7.54 0.00  -0.2109
19 H -5.01 -3.98 -0.62  0.1209
20 H -5.15 -1.54 -0.04  0.1080
21 H -3.18 -0.47 1.07  0.0937
22 H 2.08 -3.35 2.56  0.0916
23 H 2.52 -5.79 2.29  0.1185
24 H 0.76 -7.19 1.18  0.1234
25 F 0.40 1.18 -4.56  0.0583
26 C -0.42 1.73 -3.64  -0.1886
27 C -0.38 1.27 -2.36  0.0945
28 C -1.17 1.85 -1.37  -0.0358
29 C -1.10 1.36 0.02  -0.3012
30 O -0.40 0.38 0.31  -0.0706
31 C -1.86 2.11 0.97  -0.0381
32 C -2.66 3.11 0.56  0.0520
33 N -2.81 3.49 -0.75  -0.0002
34 C -3.74 4.55 -1.08  -0.2716
35 C -5.08 4.55 -0.44  -0.0802
36 C -4.96 4.20 -1.89  -0.0979
37 C -2.03 2.90 -1.72  -0.1180
38 C -2.08 3.34 -3.05  0.0572
39 C -1.28 2.77 -4.02  -0.1366
40 N -1.37 3.26 -5.36  -0.0995
41 C -1.24 4.70 -5.59  -0.1221
42 C -2.29 5.10 -6.64  -0.0694
43 N -2.59 3.88 -7.46  0.0543
44 C -1.32 3.14 -7.78  -0.0690
45 C -0.80 2.51 -6.48  -0.1287
46 C -1.72 1.71 2.42  -0.6683
47 O -1.12 2.49 3.17  0.0181
48 O -2.20 0.56 2.67  -0.0991
49 H 0.29 0.46 -2.09  0.1273
50 H -3.23 3.70 1.27  0.1547
51 H -3.27 5.51 -1.26  0.1540
52 H -5.50 5.51 -0.17  0.1123
53 H -5.32 3.75 0.25  0.1129
54 H -5.31 4.91 -2.63  0.1015
55 H -5.08 3.16 -2.16  0.1139
56 H -2.77 4.13 -3.32  0.1096
57 H -0.23 4.95 -5.94  0.1376
58 H -1.41 5.25 -4.67  0.1275
59 H -1.91 5.87 -7.32  0.1367
60 H -3.22 5.44 -6.20  0.1343
61 H -3.13 4.11 -8.29  0.1852
62 H -3.16 3.26 -6.87  0.1819
63 H -0.64 3.88 -8.20  0.1356
64 H -1.53 2.39 -8.54  0.1378
65 H 0.29 2.52 -6.50  0.1337
66 H -1.12 1.48 -6.42  0.1357
67 C -0.67 0.02 5.95  -0.0719
68 C 0.47 -0.97 5.66  -0.6441
69 C 0.62 -1.91 6.90  -0.0525
70 C 0.20 -1.98 4.55  -0.1731
71 C 1.81 -0.25 5.46  -0.2208
72 C 2.88 -0.90 4.84  -0.0595
73 C 4.09 -0.27 4.64  -0.0832
74 C 4.27 1.05 5.07  -0.1020
75 C 3.23 1.70 5.70  -0.0870
76 C 2.01 1.06 5.90  -0.0405
77 H -1.61 -0.53 5.98  0.0860
78 H -0.75 0.78 5.17  0.0625
79 H -0.54 0.52 6.92  0.0792
80 H -0.33 -2.39 7.13  0.0845
81 H 0.94 -1.32 7.76  0.0880
82 H 1.37 -2.68 6.71  0.0792
83 H -0.85 -2.29 4.66  -0.0091
84 H 2.72 -1.92 4.49  0.0922
85 H 4.90 -0.79 4.15  0.0990
86 H 5.22 1.55 4.92  0.0987
87 H 3.36 2.72 6.05  0.1014
88 H 1.20 1.60 6.37  0.1073
89 C 5.11 0.50 -0.33  -0.1978
90 C 4.01 -0.12 -1.21  -0.4532
91 Sb 2.61 -1.25 -0.02  1.4175
92 C 1.64 -2.36 -1.62  -0.4366
93 C 2.19 -2.16 -3.04  -0.1929
94 C 4.01 -2.85 0.42  -0.4369
95 C 5.08 -3.14 -0.65  -0.1776
96 H 5.85 1.03 -0.94  0.0667
97 H 5.65 -0.26 0.24  0.0542
98 H 4.69 1.20 0.39  0.0392
99 H 4.44 -0.78 -1.97  0.0316
100 H 3.45 0.66 -1.73  0.0374
101 H 0.58 -2.11 -1.57  0.0248
102 H 1.72 -3.41 -1.33  0.0421
103 H 2.07 -1.13 -3.38  0.0480
104 H 1.67 -2.81 -3.76  0.0663
105 H 3.25 -2.40 -3.10  0.0457
106 H 3.39 -3.74 0.56  0.0125
107 H 4.47 -2.62 1.38  0.0424
108 H 4.62 -3.36 -1.62  0.0538
109 H 5.68 -4.01 -0.37  0.0697
110 H 5.76 -2.30 -0.78  0.0516
111 N 2.37 1.81 1.64  -0.0377
112 N 1.48 1.19 2.57  -0.0713
113 H 2.66 2.72 1.98  0.0776
114 H 1.85 1.96 0.78  0.0481
115 H 0.75 1.83 2.88  0.0490
116 H 2.02 0.93 3.39  0.0306

LUMO energy = -3.34 eV
net charge = +1
energy above the lowest of the compared OMol25 structures with the same formula, charge and spin = 0.0 kJ/mol
E = -92365.7696 eV

=====

[4]
Here is C45H55O4P2RuS3Si as an isolated structure from the OMol25 dataset. Energies are from ωB97M-V with the def2-TZVPD basis set.

Last column: Mulliken spin population.
Element x y z (Å)
1 Ru 0.30 -0.64 0.33  3.4560
2 S 2.03 -0.76 -1.63  0.3104
3 P 3.13 -1.01 0.07  -0.0657
4 C 2.08 -1.40 1.33  0.3419
5 P 1.43 -2.92 1.71  -0.0322
6 S -0.22 -3.23 0.60  0.2854
7 C 0.95 -2.91 3.46  -0.0066
8 C 0.52 -4.08 4.07  -0.0017
9 C 0.11 -4.07 5.40  0.0056
10 C 0.11 -2.88 6.12  0.0009
11 C 0.53 -1.71 5.51  0.0065
12 C 0.95 -1.72 4.19  0.0091
13 C 2.56 -4.34 1.63  0.0130
14 C 3.75 -4.31 2.36  0.0109
15 C 4.60 -5.39 2.33  0.0069
16 C 4.27 -6.52 1.59  0.0021
17 C 3.10 -6.56 0.86  0.0068
18 C 2.24 -5.46 0.88  0.0038
19 C 3.90 0.60 0.42  -0.0305
20 C 4.64 1.25 -0.56  0.0113
21 C 5.18 2.50 -0.31  0.0054
22 C 4.98 3.11 0.93  0.0012
23 C 4.24 2.46 1.90  0.0074
24 C 3.70 1.21 1.65  0.0093
25 C 4.53 -2.11 -0.22  0.0317
26 C 5.73 -1.90 0.46  0.0012
27 C 6.79 -2.78 0.28  0.0020
28 C 6.66 -3.86 -0.57  0.0045
29 C 5.46 -4.08 -1.25  0.0051
30 C 4.40 -3.20 -1.07  -0.0010
31 H 0.51 -5.01 3.51  -0.0005
32 H -0.22 -4.99 5.86  0.0001
33 H -0.21 -2.88 7.15  0.0000
34 H 0.53 -0.78 6.07  0.0002
35 H 1.28 -0.81 3.70  -0.0048
36 H 4.00 -3.43 2.94  -0.0010
37 H 5.53 -5.36 2.89  0.0002
38 H 4.94 -7.37 1.58  0.0002
39 H 2.84 -7.43 0.28  0.0001
40 H 1.32 -5.48 0.31  -0.0124
41 H 4.78 0.79 -1.53  0.0062
42 H 5.76 3.00 -1.08  0.0005
43 H 5.40 4.09 1.12  0.0001
44 H 4.08 2.94 2.86  0.0004
45 H 3.11 0.69 2.40  -0.0088
46 H 5.84 -1.05 1.13  -0.0019
47 H 7.73 -2.61 0.81  0.0001
48 H 7.49 -4.55 -0.71  0.0004
49 H 5.36 -4.92 -1.91  0.0000
50 H 3.47 -3.35 -1.61  0.0067
51 C -2.80 3.29 -0.03  0.0095
52 C -2.85 3.26 -1.55  0.0021
53 C -3.68 4.41 -2.08  -0.0008
54 C -1.44 3.31 -2.13  0.0138
55 O -3.49 2.06 -2.01  -0.0029
56 Si -3.51 0.49 -1.55  -0.0719
57 S -1.66 -0.11 -0.73  0.4268
58 O -4.62 0.19 -0.40  0.0438
59 C -6.05 0.33 -0.37  0.0083
60 C -6.51 -0.54 0.79  -0.0010
61 C -6.67 -0.16 -1.68  -0.0001
62 C -6.40 1.79 -0.12  -0.0008
63 O -3.87 -0.38 -2.87  0.0154
64 C -3.40 -0.31 -4.23  -0.0073
65 C -4.20 0.76 -4.96  0.0004
66 C -1.91 -0.01 -4.28  0.0247
67 C -3.69 -1.69 -4.82  -0.0010
68 H -2.37 4.24 0.31  -0.0002
69 H -2.19 2.47 0.35  -0.0016
70 H -3.80 3.20 0.39  0.0027
71 H -3.22 5.37 -1.83  0.0003
72 H -4.68 4.40 -1.64  -0.0001
73 H -3.78 4.34 -3.16  -0.0001
74 H -0.91 4.20 -1.78  0.0000
75 H -1.48 3.33 -3.22  0.0005
76 H -0.87 2.43 -1.82  -0.0032
77 H -6.26 -1.58 0.61  -0.0001
78 H -7.59 -0.46 0.92  0.0001
79 H -6.02 -0.22 1.71  0.0000
80 H -6.34 -1.18 -1.90  -0.0003
81 H -6.38 0.48 -2.51  -0.0003
82 H -7.76 -0.15 -1.60  0.0003
83 H -5.97 2.12 0.82  0.0001
84 H -7.49 1.91 -0.06  0.0002
85 H -6.03 2.41 -0.93  0.0006
86 H -4.06 1.73 -4.48  -0.0001
87 H -5.27 0.52 -4.94  0.0002
88 H -3.88 0.83 -6.00  -0.0002
89 H -1.70 0.98 -3.88  -0.0026
90 H -1.56 -0.04 -5.31  0.0001
91 H -1.35 -0.75 -3.70  -0.0076
92 H -4.75 -1.91 -4.74  -0.0003
93 H -3.13 -2.45 -4.28  -0.0001
94 H -3.40 -1.72 -5.87  0.0001
95 C -0.74 3.05 2.93  0.0004
96 C 0.12 2.47 1.84  0.0408
97 O 0.30 1.26 1.80  0.0590
98 C 0.74 3.37 0.83  0.0055
99 C 1.46 2.82 -0.22  0.0155
100 C 2.07 3.65 -1.16  0.0125
101 C 1.96 5.02 -1.04  0.0027
102 C 1.24 5.58 0.01  -0.0015
103 C 0.62 4.76 0.94  0.0027
104 H -1.26 2.23 3.42  0.0011
105 H -1.45 3.77 2.54  0.0007
106 H -0.11 3.55 3.66  -0.0009
107 H 1.57 1.75 -0.33  0.0264
108 H 2.63 3.20 -1.97  0.0010
109 H 2.44 5.67 -1.77  0.0001
110 H 1.15 6.66 0.10  0.0000
111 H 0.06 5.20 1.75  0.0001

⟨S²⟩ = 8.77
LUMO energy (spin up / spin down) = -0.22 / -0.88 eV
net charge = 0
spin multiplicity = 6
E = -117296.0566 eV

=====

The highest E belongs to which entry? C45H54N5Sb2Y

=====

Which value of E does entry 1 give? -69098.6399 eV

=====

Among the records above, which one has the lowest net charge? C45H55O4P2RuS3Si

=====

Which of these has the highest E? C45H54N5Sb2Y